[1]
Entry from OMol25: the molecule C10H14Si in a non-equilibrium geometry (wB97M-V/def2-TZVPD).

The energy above the lowest of the compared OMol25 structures with the same formula, charge and spin is 107.12 kcal per mole. For the LUMO energy, the calculation gives 0.033 Ha. The orbital gap is 9.205 eV.

Last column: Mulliken charge in e.
CARTESIAN COORDINATES (ANGSTROEM)
1 C -3.492 0.752 0.144  -0.326
2 C -3.536 -0.611 0.231  -0.126
3 C -2.312 1.475 -0.216  -1.034
4 C -2.444 -1.468 -0.124  -0.981
5 C -1.328 0.635 -0.674  0.582
6 C -1.342 -0.784 -0.531  0.336
7 C -0.077 -0.088 -0.981  0.088
8 C 2.488 -1.682 -0.221  -1.228
9 C 1.360 0.326 1.871  -1.287
10 C 2.460 1.359 -0.799  -1.303
11 Si 1.511 -0.070 0.012  0.398
12 H -4.395 1.359 0.589  0.221
13 H -4.388 -1.004 0.747  0.356
14 H -2.317 2.470 -0.523  0.427
15 H -2.539 -2.608 -0.040  0.295
16 H 0.321 -0.330 -2.138  0.142
17 H 3.383 -1.404 -0.786  0.332
18 H 2.623 -2.292 0.582  0.427
19 H 1.915 -2.334 -0.920  0.319
20 H 0.809 1.147 2.078  0.493
21 H 1.282 -0.500 2.594  0.307
22 H 2.245 0.832 1.951  0.418
23 H 2.601 1.337 -1.864  0.376
24 H 1.827 2.152 -0.613  0.336
25 H 3.347 1.336 -0.371  0.431



[2]
Entry from OMol25: a cluster of 4 separate species, C28H38BN5O11PS in total in a non-equilibrium geometry (wB97M-V/def2-TZVPD).

Its net charge is -1. For the LUMO energy, the calculation gives 0.034 Ha. The orbital gap is 5.963 eV.

Last column: Mulliken charge in e.
CARTESIAN COORDINATES (ANGSTROEM)
1 N 1.036 1.679 2.252  -0.449
2 C 0.165 0.905 1.358  -0.954
3 C 0.996 -0.125 0.582  -0.934
4 C 0.182 -1.217 -0.063  0.142
5 O 0.879 -2.104 -0.827  -0.773
6 B -0.116 -3.041 -1.426  0.643
7 C -0.278 -4.390 -0.554  -0.143
8 C 1.006 -5.187 -0.380  -0.633
9 C 1.947 -4.567 0.641  -0.434
10 S 1.227 -4.468 2.312  -0.136
11 P 0.569 -3.249 -3.268  0.428
12 O 2.056 -3.500 -3.271  -0.744
13 O -1.354 -2.200 -1.404  -0.773
14 C -1.078 -0.881 -0.919  1.778
15 O -2.214 -0.506 -0.203  -0.667
16 C -0.921 -0.043 -2.211  -1.853
17 C 0.450 0.590 -2.413  0.163
18 C 0.682 1.051 -3.827  -0.044
19 N 1.965 0.704 -4.409  -0.569
20 O -0.100 1.667 -4.447  -0.497
21 H 1.746 2.146 1.700  0.244
22 H 1.524 1.045 2.875  0.278
23 H -0.284 1.604 0.665  0.334
24 H -0.577 0.375 1.939  0.420
25 H 1.597 0.429 -0.132  0.303
26 H 1.714 -0.582 1.257  0.560
27 H -0.283 -1.728 0.802  -0.258
28 H -0.738 -4.125 0.395  -0.143
29 H -0.991 -5.040 -1.069  0.224
30 H 0.814 -6.213 -0.075  0.418
31 H 1.550 -5.254 -1.318  0.322
32 H 2.294 -3.592 0.336  0.138
33 H 2.820 -5.203 0.742  0.470
34 H 0.416 -3.399 2.272  -0.063
35 H -0.131 -4.252 -4.010  -0.035
36 H 0.328 -2.070 -4.044  -0.155
37 H -2.846 -1.225 -0.325  0.446
38 H -1.680 0.730 -2.191  0.339
39 H -1.151 -0.644 -3.072  0.579
40 H 1.230 -0.113 -2.152  0.237
41 H 0.547 1.440 -1.741  0.213
42 H 1.975 -0.317 -4.466  0.271
43 H 2.690 0.909 -3.726  0.292
44 C -4.771 -1.011 4.067  -0.518
45 C -4.619 -1.842 2.966  -0.490
46 C -3.632 -2.813 2.961  -0.107
47 C -2.808 -2.939 4.064  0.064
48 C -2.937 -2.109 5.163  -0.525
49 C -3.929 -1.140 5.162  -0.366
50 N -1.783 -3.998 4.064  1.010
51 O -1.715 -4.698 3.074  -0.540
52 O -1.084 -4.115 5.058  -0.620
53 H -5.549 -0.258 4.071  0.383
54 H -5.274 -1.736 2.111  0.395
55 H -3.515 -3.463 2.105  0.419
56 H -2.283 -2.213 6.017  0.489
57 H -4.044 -0.488 6.016  0.385
58 C 3.219 3.752 -7.010  -0.597
59 C 2.143 2.903 -6.789  -0.292
60 C 0.962 3.092 -7.491  -0.549
61 C 0.881 4.127 -8.406  0.200
62 C 1.945 4.984 -8.631  -0.424
63 C 3.120 4.793 -7.926  -0.329
64 N -0.361 4.319 -9.172  1.003
65 O -1.290 3.568 -8.946  -0.602
66 O -0.387 5.223 -9.993  -0.623
67 H 4.143 3.601 -6.465  0.391
68 H 2.220 2.090 -6.070  0.584
69 H 0.123 2.434 -7.316  0.491
70 H 1.866 5.790 -9.345  0.431
71 H 3.960 5.453 -8.092  0.369
72 C 1.979 3.942 6.833  -0.421
73 C 1.428 3.780 5.569  -0.502
74 C 0.282 3.018 5.402  -0.296
75 C -0.295 2.431 6.513  0.055
76 C 0.244 2.577 7.779  -0.326
77 C 1.390 3.338 7.936  -0.412
78 N -1.523 1.639 6.340  1.072
79 O -1.955 1.515 5.213  -0.556
80 O -2.036 1.160 7.341  -0.624
81 H 2.872 4.543 6.959  0.371
82 H 1.889 4.250 4.711  0.393
83 H -0.146 2.890 4.413  0.423
84 H -0.217 2.108 8.635  0.440
85 H 1.823 3.463 8.919  0.364



[3]
Entry from OMol25: the molecule C15H18Cl2N2O3 (wB97M-V/def2-TZVPD).

The energy above the lowest of the compared OMol25 structures with the same formula, charge and spin is 49.38 kcal per mole. For the LUMO energy, the calculation gives 0.026 Ha. The orbital gap is 9.310 eV.

Last column: Mulliken charge in e.
CARTESIAN COORDINATES (ANGSTROEM)
1 O -1.475 1.675 -1.313  -0.671
2 C -0.867 2.281 -0.450  0.629
3 N 0.429 2.028 -0.184  -0.223
4 N 1.067 0.947 -0.793  -0.187
5 C 2.211 0.464 -0.246  -0.384
6 O 2.752 1.045 0.675  -0.721
7 C 2.756 -0.753 -0.944  1.000
8 H 1.944 -1.358 -1.347  0.606
9 C 3.788 -1.562 -0.142  -1.010
10 H 3.469 -2.551 0.178  0.281
11 H 4.137 -0.997 0.720  0.307
12 C 4.757 -1.503 -1.331  -0.457
13 H 5.770 -1.180 -1.103  0.290
14 H 4.799 -2.435 -1.890  0.245
15 C 3.853 -0.453 -1.993  -0.961
16 H 3.574 -0.635 -3.028  0.315
17 H 4.243 0.559 -1.899  0.321
18 H 0.468 0.455 -1.444  0.356
19 H 0.945 2.363 0.622  0.344
20 C -1.465 3.400 0.384  -0.919
21 H -2.302 3.814 -0.180  0.363
22 H -0.727 4.183 0.550  0.362
23 C -1.975 2.858 1.726  -0.716
24 H -2.598 3.611 2.209  0.394
25 H -1.136 2.630 2.385  0.313
26 C -2.777 1.573 1.528  -0.705
27 H -3.451 1.392 2.377  0.485
28 O -1.838 0.516 1.440  -0.237
29 C -2.199 -0.669 0.901  0.543
30 C -3.466 -0.998 0.430  -0.587
31 C -3.718 -2.241 -0.126  -0.878
32 C -2.705 -3.178 -0.207  0.251
33 C -1.437 -2.889 0.275  -0.745
34 C -1.195 -1.646 0.826  0.748
35 Cl 0.370 -1.281 1.459  -0.166
36 H -0.647 -3.621 0.228  0.471
37 Cl -3.013 -4.728 -0.900  -0.227
38 H -4.704 -2.476 -0.492  0.417
39 H -4.272 -0.286 0.491  0.354
40 H -3.365 1.645 0.607  0.401



[4]
Entry from OMol25: the molecule C18H13Cl2N5 in a non-equilibrium geometry (wB97M-V/def2-TZVPD).

The energy above the lowest of the compared OMol25 structures with the same formula, charge and spin is 0.00 kcal per mole. For the LUMO energy, the calculation gives -0.005 Ha. The orbital gap is 8.139 eV.

Last column: Mulliken charge in e.
CARTESIAN COORDINATES (ANGSTROEM)
1 Cl -3.252 -5.537 0.274  -0.208
2 Cl -2.749 -1.707 -3.531  -0.226
3 N 6.413 -0.357 -1.898  -0.454
4 N 6.518 0.976 -1.609  -0.460
5 N 3.106 0.254 -1.039  -0.618
6 C 5.209 -0.771 -1.633  0.031
7 C 5.368 1.352 -1.115  -0.011
8 C 1.111 1.196 -0.084  0.202
9 C 0.269 0.515 -0.934  -0.355
10 C 2.565 1.149 -0.210  -0.488
11 C -0.368 2.664 3.144  -0.670
12 C -1.697 2.338 2.861  -0.822
13 C -2.945 -2.934 0.877  -0.633
14 C -3.044 -3.469 -1.484  -0.476
15 C 0.638 2.296 2.236  -0.345
16 C -1.992 1.708 1.645  -0.433
17 C -2.745 -1.571 0.532  -0.232
18 C -3.044 -3.851 -0.140  0.169
19 C -2.809 -2.133 -1.860  0.127
20 C 0.312 1.698 1.044  0.619
21 C -0.999 1.371 0.752  0.165
22 C -2.610 -1.219 -0.806  1.115
23 N 4.481 0.283 -1.171  0.384
24 N -1.037 0.665 -0.458  0.384
25 C -2.294 0.226 -1.143  -1.707
26 H 4.842 -1.798 -1.784  0.399
27 H 5.167 2.367 -0.751  0.376
28 H 0.612 -0.027 -1.808  0.490
29 H 3.164 1.813 0.401  0.319
30 H -0.109 3.079 4.135  0.332
31 H -2.462 2.556 3.603  0.388
32 H -3.100 -3.254 1.943  0.346
33 H -3.179 -4.155 -2.291  0.447
34 H 1.660 2.432 2.586  0.325
35 H -2.998 1.424 1.424  0.399
36 H -2.687 -0.816 1.294  0.309
37 H -3.092 0.853 -0.762  0.310
38 H -2.222 0.386 -2.241  0.501



[5]
Entry from OMol25: a cluster of 13 separate species, C29H52Cl25IN2O4P in total in a non-equilibrium geometry (wB97M-V/def2-TZVPD).

Its net charge is +1. For the LUMO energy, the calculation gives -0.181 Ha. The orbital gap is 6.871 eV.

Last column: Mulliken charge in e.
CARTESIAN COORDINATES (ANGSTROEM)
1 C -5.255 0.866 -2.936  -0.779
2 C -4.041 0.803 -1.825  0.382
3 C -2.594 0.442 -2.582  -0.275
4 Cl -2.466 -1.397 -3.002  -0.081
5 C -1.281 1.014 -1.780  0.292
6 C -0.109 1.814 -2.664  -0.004
7 C -0.190 2.025 -4.308  -0.823
8 C -0.813 3.475 -4.763  0.332
9 O -1.672 3.484 -5.815  -0.476
10 I -0.245 5.365 -3.744  0.162
11 C 1.270 2.430 -1.948  -0.759
12 C 1.382 2.230 -0.325  -0.531
13 C 0.168 1.421 0.468  0.101
14 P 0.424 1.259 2.389  0.964
15 N -0.961 1.262 3.224  -0.605
16 O 1.384 2.672 2.879  -0.495
17 O 1.448 -0.124 2.654  -0.154
18 N -1.060 0.846 -0.262  0.403
19 O -1.936 0.179 0.524  -0.203
20 C -1.806 -1.279 0.380  0.162
21 C -1.579 -2.102 1.779  1.753
22 C -2.939 -2.065 2.752  -1.034
23 C -0.961 -3.612 1.600  -1.039
24 C -1.591 -4.480 0.361  0.289
25 C -0.859 -4.184 -1.107  -0.772
26 C -3.221 -4.400 0.209  -0.825
27 H -4.872 1.157 -4.020  0.231
28 H -6.142 1.588 -2.605  0.305
29 H -5.751 -0.206 -3.059  -0.018
30 H -4.295 -0.111 -1.105  -0.455
31 H -3.929 1.813 -1.199  0.367
32 H -2.686 0.974 -3.647  0.340
33 H 0.928 2.000 -4.713  0.399
34 H -0.745 1.089 -4.742  0.288
35 H 2.124 2.981 -2.575  0.364
36 H 2.351 2.650 0.225  0.709
37 H -1.003 2.091 3.883  0.218
38 H 0.950 3.076 3.702  0.200
39 H 1.520 -0.347 3.629  0.063
40 H -0.880 -1.469 -0.328  0.311
41 H -2.832 -1.655 -0.100  -0.557
42 H -0.764 -1.485 2.395  -0.696
43 H -3.196 -3.159 3.153  0.361
44 H -2.753 -1.424 3.741  0.276
45 H -3.856 -1.553 2.218  0.071
46 H 0.198 -3.472 1.353  0.170
47 H -0.976 -4.215 2.630  0.362
48 H -1.336 -5.623 0.595  0.573
49 H -0.044 -3.345 -1.059  0.232
50 H -1.673 -4.008 -1.960  0.029
51 H -0.286 -5.175 -1.441  0.287
52 H -3.538 -3.646 -0.659  0.000
53 H -3.808 -4.218 1.205  0.148
54 H -3.573 -5.470 -0.186  0.346
55 C 3.397 3.065 6.081  -0.307
56 Cl 3.344 1.301 5.991  -0.080
57 Cl 1.769 3.747 6.169  -0.175
58 H 3.955 3.359 6.974  0.357
59 H 3.897 3.452 5.190  0.231
60 C 4.934 0.313 1.120  -0.518
61 Cl 3.246 0.664 0.728  -0.039
62 Cl 5.265 0.608 2.831  -0.132
63 H 5.141 -0.736 0.893  0.321
64 H 5.580 0.955 0.516  0.357
65 C 1.822 8.386 -5.514  0.259
66 Cl 2.510 9.574 -4.400  -0.150
67 Cl 3.084 7.618 -6.484  -0.145
68 H 1.300 7.619 -4.937  -0.316
69 H 1.118 8.890 -6.181  0.291
70 C 6.429 8.757 -3.471  0.333
71 Cl 7.629 8.343 -4.702  -0.170
72 Cl 5.879 7.315 -2.609  -0.166
73 H 6.878 9.450 -2.755  -0.159
74 H 5.572 9.231 -3.955  0.141
75 C -7.037 -1.102 0.379  -0.459
76 Cl -6.349 0.087 1.493  -0.146
77 Cl -5.775 -1.870 -0.591  0.032
78 H -7.559 -1.869 0.956  0.357
79 H -7.741 -0.598 -0.287  0.332
80 C 6.173 12.046 -0.770  -0.246
81 Cl 7.373 11.633 -2.000  -0.148
82 Cl 5.623 10.604 0.092  -0.139
83 H 6.622 12.739 -0.054  0.293
84 H 5.316 12.520 -1.254  0.262
85 C 3.578 -2.341 3.997  0.552
86 Cl 2.067 -2.079 4.876  -0.195
87 Cl 4.836 -2.970 5.069  -0.186
88 H 3.403 -3.061 3.194  0.309
89 H 3.914 -1.391 3.574  -0.507
90 C -6.998 -1.502 -5.857  -0.296
91 Cl -8.509 -1.239 -4.979  -0.140
92 Cl -5.741 -2.131 -4.786  -0.096
93 H -7.174 -2.222 -6.661  0.361
94 H -6.662 -0.552 -6.280  0.201
95 C 4.125 -6.961 5.772  0.004
96 Cl 3.131 -7.005 4.311  -0.178
97 Cl 3.258 -7.643 7.153  -0.152
98 H 5.035 -7.542 5.601  0.166
99 H 4.387 -5.923 5.994  0.124
100 C 2.717 -11.019 4.301  0.137
101 Cl 2.156 -11.730 5.820  -0.149
102 Cl 1.761 -11.606 2.934  -0.162
103 H 2.622 -9.932 4.361  -0.069
104 H 3.764 -11.291 4.146  0.254
105 C 7.423 -6.362 3.911  -0.159
106 Cl 8.040 -7.264 5.300  -0.144
107 Cl 5.973 -7.127 3.249  -0.107
108 H 7.176 -5.346 4.228  0.136
109 H 8.194 -6.330 3.137  0.314
110 C -10.372 1.808 -5.861  -0.269
111 Cl -11.166 3.386 -5.813  -0.152
112 Cl -8.614 1.981 -5.912  -0.134
113 H -10.648 1.243 -4.967  0.259
114 H -10.703 1.270 -6.753  0.295



[6]
Entry from OMol25: a structure of composition C28H15F17NO3S3Tc in a non-equilibrium geometry (wB97M-V/def2-TZVPD).

Its net charge is +2. For the LUMO energy, the calculation gives -0.316 Ha. The orbital gap is 5.534 eV.

Last column: Mulliken charge in e.
CARTESIAN COORDINATES (ANGSTROEM)
1 Tc 0.078 0.343 0.696  1.339
2 C -1.351 -4.189 -4.154  -1.598
3 C -1.274 -2.986 -3.291  0.611
4 C -1.178 -1.702 -3.816  -1.197
5 C -1.168 -0.602 -2.984  -0.067
6 C -1.184 -0.761 -1.597  -0.856
7 N -1.208 0.347 -0.749  1.506
8 C -2.174 1.283 -0.954  0.660
9 C -3.338 0.947 -1.691  -0.235
10 C -4.215 1.905 -2.125  -1.211
11 C -3.992 3.253 -1.824  0.371
12 C -4.913 4.304 -2.295  -1.650
13 C -2.891 3.586 -1.017  -0.747
14 C -2.004 2.638 -0.546  -0.938
15 C -0.804 3.119 0.277  1.848
16 O 0.010 2.150 0.809  -1.158
17 C -1.253 3.990 1.497  0.586
18 F -1.629 5.214 1.142  -0.230
19 F -2.279 3.404 2.109  -0.252
20 F -0.253 4.093 2.358  -0.224
21 C 0.135 3.935 -0.654  0.389
22 F 1.190 4.401 -0.013  -0.259
23 F -0.439 4.925 -1.309  -0.231
24 F 0.599 3.060 -1.583  -0.138
25 C -1.206 -2.064 -1.046  -1.128
26 C -1.315 -3.143 -1.899  -0.689
27 C -1.188 -2.239 0.477  1.865
28 O -0.285 -1.384 1.065  -0.988
29 C -2.617 -1.904 1.037  0.640
30 F -2.600 -0.623 1.472  -0.194
31 F -3.542 -1.956 0.077  -0.260
32 F -3.006 -2.669 2.028  -0.271
33 C -0.729 -3.652 0.954  0.482
34 F 0.440 -3.933 0.365  -0.207
35 F -1.574 -4.632 0.667  -0.231
36 F -0.528 -3.635 2.261  -0.229
37 H -1.272 -3.936 -5.208  0.405
38 H -2.300 -4.695 -3.972  0.362
39 H -0.567 -4.905 -3.907  0.377
40 H -1.146 -1.561 -4.885  0.487
41 H -1.127 0.397 -3.391  0.755
42 H -3.538 -0.092 -1.890  0.575
43 H -5.082 1.623 -2.703  0.496
44 H -5.407 3.994 -3.213  0.417
45 H -4.397 5.250 -2.441  0.431
46 H -5.698 4.475 -1.553  0.342
47 H -2.770 4.631 -0.771  0.631
48 H -1.444 -4.141 -1.517  0.781
49 F 6.278 0.079 3.417  -0.246
50 C 5.317 0.058 2.522  0.560
51 C 3.978 0.152 2.916  -0.066
52 F 3.654 0.259 4.187  -0.251
53 C 2.986 0.140 1.942  0.095
54 F 1.680 0.252 2.318  -0.207
55 C 3.277 0.039 0.584  0.676
56 S 1.999 0.007 -0.641  -0.028
57 C 4.619 -0.071 0.212  -0.099
58 F 4.923 -0.180 -1.082  -0.290
59 C 5.635 -0.052 1.163  0.142
60 F 6.898 -0.124 0.790  -0.254
61 C 2.896 -0.210 -6.005  -0.757
62 O 2.650 -0.024 -4.598  -0.170
63 C 3.093 1.015 -4.026  0.626
64 S 3.917 2.419 -4.423  -0.049
65 S 3.052 1.648 -2.460  0.159
66 H 2.177 -0.949 -6.353  0.235
67 H 3.908 -0.591 -6.147  0.353
68 H 2.778 0.729 -6.548  0.401



> What is the LUMO in the second record?

0.034 Ha